[1]
A structure of composition C22H23BrClIN4O8Zr. Source: the OMol25 dataset; level of theory: wB97M-V/def2-TZVPD.

- orbital gap (eV) = 7.9
- energy (eV) = -137457.181
- total charge = +2
- energy above the lowest of the compared OMol25 structures with the same formula, charge and spin (kcal per mole) = 37.2

Last column: Löwdin charge in e.
Geometry (Å):
Zr1 -0.029 0.000 -0.238  1.621
C1 0.796 4.483 0.415  -0.008
C2 -0.652 4.125 0.542  -0.244
N1 -1.542 5.095 0.638  0.152
C3 -2.840 4.802 0.779  -0.057
C4 -3.338 3.518 0.853  -0.125
C5 -4.817 3.277 1.054  -0.189
O1 -5.088 2.509 2.217  -0.049
C6 -2.411 2.462 0.734  -0.064
C7 -2.837 1.090 0.942  0.007
N2 -2.134 0.026 0.740  -0.064
C8 -2.732 -1.195 1.204  -0.364
C9 -3.989 -1.612 0.798  -0.004
C10 -4.515 -2.794 1.304  -0.033
C11 -3.792 -3.558 2.207  -0.039
C12 -2.526 -3.154 2.614  -0.102
C13 -2.020 -1.978 2.099  -0.590
I1 -0.114 -1.291 2.628  1.235
C14 -1.067 2.782 0.561  -0.229
O2 -0.157 1.804 0.417  -0.312
H1 0.923 5.536 0.647  0.093
H2 1.152 4.309 -0.603  0.066
H3 1.411 3.883 1.087  0.087
H4 -3.509 5.652 0.851  0.129
H5 -5.229 2.711 0.216  0.131
H6 -5.338 4.236 1.074  0.130
H7 -5.093 3.082 2.991  0.111
H8 -3.822 0.971 1.387  0.138
H9 -4.549 -1.021 0.084  0.128
H10 -5.495 -3.119 0.985  0.123
H11 -4.207 -4.478 2.595  0.124
H12 -1.955 -3.747 3.314  0.113
O3 6.386 0.535 0.568  0.154
C15 5.084 0.320 0.517  -0.276
C16 4.386 -0.528 1.383  0.047
C17 3.030 -0.660 1.233  -0.133
N3 2.308 -0.011 0.295  -0.109
C18 3.018 0.758 -0.542  -0.668
Br1 2.008 1.555 -1.929  0.966
C19 4.366 0.974 -0.489  0.005
H13 6.821 0.040 1.276  0.147
H14 4.896 -1.084 2.158  0.138
H15 2.496 -1.338 1.880  0.030
H16 4.872 1.612 -1.199  0.138
O4 -0.788 -2.098 -0.535  -0.477
Cl1 0.206 -2.638 -1.529  0.747
O5 -0.468 -3.080 -2.681  -0.214
O6 1.033 -3.593 -0.919  -0.200
O7 0.966 -1.382 -1.831  -0.472
C20 -2.678 2.158 -3.592  0.025
N4 -2.136 0.843 -3.932  -0.130
C21 -2.416 0.343 -5.280  0.016
C22 -1.433 0.140 -3.096  -0.206
O8 -1.163 0.534 -1.915  -0.216
H17 -3.759 2.138 -3.726  0.111
H18 -2.254 2.903 -4.263  0.113
H19 -2.435 2.403 -2.563  0.084
H20 -3.494 0.282 -5.422  0.110
H21 -1.978 -0.643 -5.408  0.104
H22 -1.995 1.029 -6.014  0.110
H23 -1.071 -0.826 -3.448  0.141


[2]
A structure of composition C23H23BiBrN7OPS2SbSe4. Source: the OMol25 dataset; level of theory: wB97M-V/def2-TZVPD.

- orbital gap (eV) = 5.0
- energy (eV) = -411471.510
- total charge = -2
- energy above the lowest of the compared OMol25 structures with the same formula, charge and spin (kcal per mole) = 35.0

Last column: Löwdin charge in e.
Geometry (Å):
Bi1 1.154 -0.244 -0.161  0.889
C1 -1.882 -4.643 0.961  -0.052
N1 -1.575 -3.299 1.408  -0.151
C2 -1.006 -2.984 2.618  -0.087
C3 -0.789 -1.637 2.599  -0.145
N2 -1.211 -1.129 1.401  -0.003
C4 -1.654 -2.138 0.691  -0.558
P1 -2.468 -1.938 -0.937  1.139
C5 -2.926 -0.195 -0.673  -0.488
N3 -2.191 0.886 -0.779  0.077
C6 -2.996 1.925 -0.405  -0.153
C7 -4.238 1.466 -0.069  -0.088
N4 -4.197 0.107 -0.246  -0.145
C8 -5.277 -0.818 0.035  -0.064
C9 -1.117 -1.785 -2.157  -0.549
N5 -0.499 -0.679 -2.516  -0.051
C10 0.376 -1.033 -3.505  -0.227
C11 0.252 -2.364 -3.776  -0.098
N6 -0.731 -2.838 -2.949  -0.147
C12 -1.026 -4.243 -2.767  -0.067
H1 -1.775 -5.320 1.805  0.084
H2 -2.902 -4.699 0.582  0.075
H3 -1.183 -4.947 0.187  0.054
H4 -0.770 -3.743 3.346  0.111
H5 -0.324 -1.008 3.343  0.105
H6 -2.621 2.936 -0.378  0.091
H7 -5.126 1.964 0.284  0.100
H8 -6.197 -0.250 0.162  0.078
H9 -5.403 -1.520 -0.786  0.064
H10 -5.084 -1.384 0.948  0.084
H11 1.063 -0.318 -3.933  -0.005
H12 0.773 -3.013 -4.459  0.113
H13 -0.919 -4.757 -3.722  0.085
H14 -0.327 -4.666 -2.044  0.047
H15 -2.048 -4.360 -2.414  0.058
O1 2.947 6.505 -2.222  0.043
C13 2.631 5.192 -1.995  -0.318
C14 3.195 4.465 -0.953  -0.001
C15 2.818 3.146 -0.803  -0.166
N7 1.941 2.537 -1.609  -0.019
C16 1.423 3.253 -2.569  -0.728
Br1 0.141 2.373 -3.662  0.759
C17 1.716 4.588 -2.830  -0.055
H16 3.628 6.759 -1.591  0.096
H17 3.916 4.911 -0.277  0.112
H18 3.233 2.537 -0.007  0.089
H19 1.264 5.124 -3.652  0.103
Se1 5.386 -3.981 -0.911  -0.429
Sb1 3.455 -2.906 -1.888  0.075
Se2 1.475 -3.045 -0.090  -0.185
Se3 3.700 -0.311 -1.434  -0.332
Se4 3.900 0.153 -3.723  -0.296
S1 2.761 -0.134 1.863  0.417
C18 2.102 0.979 3.076  -0.698
C19 2.699 0.924 4.345  -0.167
C20 2.285 1.734 5.392  -0.148
C21 1.240 2.627 5.181  -0.147
C22 0.648 2.704 3.931  -0.164
C23 1.058 1.904 2.845  -0.747
S2 0.281 2.087 1.292  0.415
H20 3.509 0.219 4.495  0.083
H21 2.767 1.660 6.360  0.079
H22 0.888 3.263 5.987  0.079
H23 -0.163 3.401 3.755  0.077


> Which of these has the highest total charge?

C22H23BrClIN4O8Zr


Please write out number 2 again, unchanged.
A structure of composition C23H23BiBrN7OPS2SbSe4. Source: the OMol25 dataset; level of theory: wB97M-V/def2-TZVPD.

- orbital gap (eV) = 5.0
- energy (eV) = -411471.510
- total charge = -2
- energy above the lowest of the compared OMol25 structures with the same formula, charge and spin (kcal per mole) = 35.0

Last column: Löwdin charge in e.
Geometry (Å):
Bi1 1.154 -0.244 -0.161  0.889
C1 -1.882 -4.643 0.961  -0.052
N1 -1.575 -3.299 1.408  -0.151
C2 -1.006 -2.984 2.618  -0.087
C3 -0.789 -1.637 2.599  -0.145
N2 -1.211 -1.129 1.401  -0.003
C4 -1.654 -2.138 0.691  -0.558
P1 -2.468 -1.938 -0.937  1.139
C5 -2.926 -0.195 -0.673  -0.488
N3 -2.191 0.886 -0.779  0.077
C6 -2.996 1.925 -0.405  -0.153
C7 -4.238 1.466 -0.069  -0.088
N4 -4.197 0.107 -0.246  -0.145
C8 -5.277 -0.818 0.035  -0.064
C9 -1.117 -1.785 -2.157  -0.549
N5 -0.499 -0.679 -2.516  -0.051
C10 0.376 -1.033 -3.505  -0.227
C11 0.252 -2.364 -3.776  -0.098
N6 -0.731 -2.838 -2.949  -0.147
C12 -1.026 -4.243 -2.767  -0.067
H1 -1.775 -5.320 1.805  0.084
H2 -2.902 -4.699 0.582  0.075
H3 -1.183 -4.947 0.187  0.054
H4 -0.770 -3.743 3.346  0.111
H5 -0.324 -1.008 3.343  0.105
H6 -2.621 2.936 -0.378  0.091
H7 -5.126 1.964 0.284  0.100
H8 -6.197 -0.250 0.162  0.078
H9 -5.403 -1.520 -0.786  0.064
H10 -5.084 -1.384 0.948  0.084
H11 1.063 -0.318 -3.933  -0.005
H12 0.773 -3.013 -4.459  0.113
H13 -0.919 -4.757 -3.722  0.085
H14 -0.327 -4.666 -2.044  0.047
H15 -2.048 -4.360 -2.414  0.058
O1 2.947 6.505 -2.222  0.043
C13 2.631 5.192 -1.995  -0.318
C14 3.195 4.465 -0.953  -0.001
C15 2.818 3.146 -0.803  -0.166
N7 1.941 2.537 -1.609  -0.019
C16 1.423 3.253 -2.569  -0.728
Br1 0.141 2.373 -3.662  0.759
C17 1.716 4.588 -2.830  -0.055
H16 3.628 6.759 -1.591  0.096
H17 3.916 4.911 -0.277  0.112
H18 3.233 2.537 -0.007  0.089
H19 1.264 5.124 -3.652  0.103
Se1 5.386 -3.981 -0.911  -0.429
Sb1 3.455 -2.906 -1.888  0.075
Se2 1.475 -3.045 -0.090  -0.185
Se3 3.700 -0.311 -1.434  -0.332
Se4 3.900 0.153 -3.723  -0.296
S1 2.761 -0.134 1.863  0.417
C18 2.102 0.979 3.076  -0.698
C19 2.699 0.924 4.345  -0.167
C20 2.285 1.734 5.392  -0.148
C21 1.240 2.627 5.181  -0.147
C22 0.648 2.704 3.931  -0.164
C23 1.058 1.904 2.845  -0.747
S2 0.281 2.087 1.292  0.415
H20 3.509 0.219 4.495  0.083
H21 2.767 1.660 6.360  0.079
H22 0.888 3.263 5.987  0.079
H23 -0.163 3.401 3.755  0.077